The following is a DFT calculation (ωB97M-V/def2-TZVPD) of C6H7NO as an isolated structure.

The geometry in XYZ format:
```
15
Properties=species:S:1:pos:R:3:forces:R:3:nbo_charge:R:1
C 2.23916 0.62618 0.74667 -1.653 2.604 -1.357 -0.72
C 0.80132 1.07614 0.81551 -0.197 -3.953 -2.611 0.61
C -0.17158 0.11840 0.04371 1.251 3.641 3.361 -0.04
C -0.01279 -0.81795 -0.85452 1.725 -3.705 -2.995 -0.25
C -1.33986 -1.34846 -1.13531 2.387 2.915 2.529 -0.35
C -2.17755 -0.59374 -0.34875 -6.298 -4.811 -4.181 0.02
H 2.82754 1.17942 1.40075 1.146 0.241 1.581 0.24
H 2.62824 0.81572 -0.22683 0.160 0.863 -1.153 0.24
H 2.22725 -0.38150 0.66654 0.402 -3.398 1.103 0.24
H 1.02105 -1.18015 -1.24735 -2.245 0.708 0.585 0.22
H -1.63027 -1.86033 -1.93837 -1.001 -2.504 -2.680 0.21
H -3.46555 -0.90400 -0.57073 4.143 1.881 1.567 0.22
H -1.80717 1.06221 0.86844 -0.035 -0.778 -0.107 0.44
N -1.50169 0.22910 0.35660 1.050 3.941 2.791 -0.52
O 0.36190 1.97898 1.42363 -0.833 2.355 1.567 -0.55
```
Positions in Å, forces in eV/Å.

- 2S+1: 1
- Total energy: -362.74606 a.u.

=====

The following is a DFT calculation (ωB97M-V/def2-TZVPD) of C6H7NO as an isolated structure.

The geometry in XYZ format:
```
15
Properties=species:S:1:pos:R:3:forces:R:3:nbo_charge:R:1
C -1.54959 -1.88859 0.41347 0.139 1.961 -2.689 -0.45
C -1.05517 -1.16711 -0.75495 0.797 -2.535 6.640 -0.17
C 0.10078 -0.18463 -0.59176 -1.098 0.684 1.369 -0.19
C 0.92137 0.56422 1.75649 -1.283 0.095 4.332 0.56
C -0.11083 0.74798 -1.71817 1.123 -0.727 2.662 -0.06
C -0.20760 1.53097 -2.59587 -1.690 2.141 -5.109 -0.20
H -1.09791 -1.60555 1.58710 -1.667 -1.351 -3.894 0.25
H -2.48927 -2.58566 0.14373 2.423 1.489 1.356 0.24
H -1.20633 -1.31982 -1.76970 -1.287 -0.873 -1.489 0.22
H 1.10853 -0.58779 -0.62918 0.031 -0.454 -0.203 0.26
H -1.24655 0.20729 1.20107 5.211 1.250 -1.553 0.44
H 0.15615 0.95752 2.67988 2.354 -0.620 -1.510 0.06
H -0.54063 1.98754 -3.63100 1.149 -0.882 3.026 0.26
N -0.03035 0.39449 0.80187 -3.467 -0.839 -0.989 -0.64
O 2.11684 0.32101 1.96872 -2.737 0.661 -1.949 -0.59
```
Positions in Å, forces in eV/Å.

- 2S+1: 1
- Total energy: -362.58936 a.u.

=====

The following is a DFT calculation (ωB97M-V/def2-TZVPD) of one molecule with the formula C6H7NO2.

The geometry in XYZ format:
```
16
Properties=species:S:1:pos:R:3:forces:R:3:nbo_charge:R:1
H 3.07139 0.77196 2.07685 -0.835 0.490 -0.603 0.37
N 2.71769 0.43659 1.17354 2.356 -0.873 1.068 -0.68
C 1.52043 0.44655 0.86074 -3.540 3.753 1.976 0.27
C 1.03934 -0.24795 -0.27705 -0.763 0.049 0.615 -0.36
C -0.25463 -0.40838 -0.54644 -0.927 -0.343 -1.568 0.35
C -0.69735 -1.37056 -1.63120 -1.804 0.616 -0.533 -0.66
O -1.31134 0.29063 0.06932 1.216 -3.921 -4.153 -0.44
C -0.93293 1.20159 0.87087 0.077 5.346 4.278 0.04
C 0.26956 1.40112 1.47450 0.473 -4.169 -2.926 0.19
O 0.47481 2.12899 2.54313 0.203 2.253 1.867 -0.67
H 1.81788 -0.79676 -0.74122 0.205 -0.642 -0.839 0.24
H 0.04480 -2.12707 -1.82620 0.181 -0.395 0.459 0.23
H -0.88204 -0.95793 -2.68909 0.052 0.080 1.777 0.23
H -1.66902 -1.80270 -1.25971 0.969 0.046 -0.657 0.23
H -1.78183 1.95514 1.06560 1.212 -1.260 0.104 0.17
H -0.29697 2.66245 2.87944 0.922 -1.028 -0.866 0.49
```
Positions in Å, forces in eV/Å.

- 2S+1: 1
- Total energy: -437.96778 a.u.
- Structure (SMILES): [H]/N=c1/cc(C)occ1O

=====

The following is a DFT calculation (ωB97M-V/def2-TZVPD) of one molecule with the formula C6H7NO2.

The geometry in XYZ format:
```
16
Properties=species:S:1:pos:R:3:forces:R:3:nbo_charge:R:1
C -1.75190 1.40652 -0.37330 -0.382 -3.728 0.271 -0.37
C -1.08271 0.21626 0.11294 -4.328 4.769 -3.159 -0.06
C -1.93172 -1.03542 -0.00646 6.357 -1.282 -0.577 -0.01
N -1.07336 -2.07486 -0.02865 -1.486 3.536 0.394 -0.05
O 0.23752 -1.49067 0.22347 -0.101 -5.329 -0.663 -0.40
C 0.34833 -0.15307 0.21582 -1.067 1.879 2.161 0.13
C 1.44080 0.21716 1.22109 -0.527 1.774 -1.073 -0.45
C 1.74604 0.30186 -0.24022 -1.017 0.441 -1.355 0.12
O 2.42160 -0.61258 -0.98042 -1.686 -3.945 -0.426 -0.69
H -2.78263 1.33377 -0.95120 1.974 -0.236 1.891 0.20
H -1.43999 2.42385 -0.34616 0.971 0.385 -0.009 0.20
H -2.90029 -1.07376 -0.42522 -1.014 -0.295 0.260 0.23
H 1.34531 1.25445 1.50805 0.000 -0.073 0.942 0.22
H 1.79619 -0.53379 1.89162 0.235 -0.274 0.215 0.25
H 1.89637 1.24061 -0.78508 -0.455 0.345 1.033 0.20
H 1.73045 -1.42031 -1.03630 2.526 2.032 0.093 0.49
```
Positions in Å, forces in eV/Å.

- 2S+1: 1
- Total energy: -437.85397 a.u.
- Structure (SMILES): C=C1C=NO[C@]12C[C@H]2O